No. 1
Molecular formula: C17H24N3O2P2STc
Method: DFT, ωB97M-V/def2-TZVPD

Last column: natural (NBO) charge in e.
Atoms and positions in Å:
Tc 0.57260 0.05112 -0.61881  1.214
C 0.39442 3.42816 0.64526  -0.955
P -0.47683 2.24821 -0.41923  1.155
C -0.73160 3.12243 -1.98722  -0.949
C -2.13321 2.01175 0.32346  -0.380
C -3.05858 3.09427 0.43818  -0.106
C -4.34472 2.89251 0.96717  -0.145
C -4.72550 1.63795 1.37047  -0.137
C -3.80592 0.56446 1.28478  -0.158
C -2.50120 0.75882 0.76601  -0.382
P -1.29170 -0.61262 0.75711  1.206
C -2.14339 -2.08904 0.15118  -0.958
C -0.88235 -0.91864 2.49547  -0.952
H -0.21825 4.32784 0.74177  0.297
H 1.34759 3.70905 0.19751  0.280
H 0.56239 3.01200 1.63790  0.272
H -1.15920 4.10617 -1.77730  0.295
H -1.41454 2.57825 -2.63746  0.282
H 0.22265 3.26738 -2.49390  0.287
H -2.77896 4.09339 0.12138  0.232
H -5.03561 3.72153 1.04906  0.269
H -5.72191 1.46846 1.75834  0.270
H -4.11812 -0.41897 1.61798  0.238
H -2.94626 -2.35146 0.84434  0.300
H -1.45609 -2.93228 0.09469  0.280
H -2.57754 -1.90745 -0.83247  0.295
H -1.80054 -1.14894 3.04148  0.300
H -0.42355 -0.04210 2.95168  0.277
H -0.21080 -1.77221 2.57756  0.273
O -0.36927 -0.04854 -2.26721  -0.461
N 0.09130 0.43625 -3.40860  -0.093
C -0.24633 -0.08257 -4.52290  0.107
C -1.09315 -1.23577 -4.65999  0.166
N -1.72015 -2.19619 -4.71132  -0.114
C 0.32044 0.45644 -5.72219  0.172
N 0.79583 0.87837 -6.67759  -0.075
O 2.02478 -0.75040 0.42687  -0.955
S 3.53525 -1.16778 0.17918  1.188
C 3.44270 -2.98792 0.01255  -0.550
C 4.40130 -3.54024 1.05922  -0.425
C 4.22176 -2.67560 2.30307  -0.419
C 4.30655 -1.23171 1.82754  -0.559
H 3.70647 -3.25966 -1.00822  0.282
H 2.40319 -3.25658 0.20641  0.249
H 5.42781 -3.47856 0.69398  0.244
H 4.18978 -4.59002 1.25948  0.280
H 4.99834 -2.87485 3.04035  0.281
H 3.25723 -2.87244 2.77434  0.221
H 5.33934 -0.92168 1.65422  0.283
H 3.82354 -0.50064 2.47443  0.278

The charge is +3. Its HOMO energy (alpha / beta) is -18.59 / -18.59 eV. As for the spin multiplicity: 4.



No. 2
Molecular formula: C17H24N4O4
Method: DFT, ωB97M-V/def2-TZVPD

Last column: natural (NBO) charge in e.
Atoms and positions in Å:
O 0.52415 2.60276 -2.35699  -0.627
C 0.68611 1.77820 -1.47242  0.675
N 1.62210 1.93398 -0.50866  -0.438
C 2.01339 0.97962 0.50163  -0.239
H 1.42240 0.06901 0.42063  0.230
C 1.84909 1.60601 1.89908  -0.226
N 2.55793 2.86373 2.04156  -0.448
C 2.16884 3.77044 0.97781  -0.217
C 2.36645 3.17379 -0.42324  -0.250
H 1.98827 3.84670 -1.19374  0.253
H 3.42971 2.97796 -0.60671  0.187
H 2.73259 4.69979 1.07219  0.203
H 1.10707 3.99718 1.11564  0.200
C 3.98824 2.73657 2.24729  -0.243
H 4.44430 3.71082 2.04479  0.191
C 4.29683 2.36425 3.70567  -0.061
O 5.67604 2.39498 3.97900  -0.713
H 6.00204 3.29180 3.84365  0.462
H 3.98625 1.34040 3.92050  0.173
H 3.74264 3.04127 4.36907  0.164
H 4.47046 2.00011 1.58645  0.171
H 2.19657 0.90664 2.65853  0.206
H 0.78912 1.80690 2.07978  0.200
H 3.06857 0.72021 0.34067  0.189
C -0.15768 0.54770 -1.41698  -0.191
C -0.89723 0.20628 -0.30519  -0.153
C -1.75857 -0.89270 -0.31477  -0.001
C -1.83322 -1.75471 -1.43801  0.233
N -2.44733 -2.95511 -1.42258  -0.380
C -2.82511 -3.69139 -0.23477  -0.216
C -2.88629 -5.14449 -0.69411  -0.406
H -3.56047 -5.73906 -0.08288  0.223
C -3.35674 -5.00003 -2.13686  -0.406
H -3.15627 -5.88015 -2.74346  0.221
C -2.57117 -3.78127 -2.61090  -0.212
H -3.08646 -3.23758 -3.40633  0.207
H -1.57947 -4.08346 -2.97211  0.187
H -4.42613 -4.79067 -2.16048  0.209
H -1.89352 -5.59622 -0.66392  0.202
H -2.09533 -3.53051 0.56529  0.203
H -3.80620 -3.35737 0.12929  0.224
C -1.14593 -1.31466 -2.59441  -0.287
C -0.34918 -0.20050 -2.58500  -0.107
H 0.15739 0.11083 -3.48558  0.232
H -1.24207 -1.87380 -3.50946  0.224
N -2.62761 -0.98474 0.80555  0.509
O -3.77532 -1.35832 0.61455  -0.394
O -2.20189 -0.62504 1.89177  -0.399
H -0.88304 0.81611 0.58617  0.241

Its HOMO energy is -8.21 eV. Its SMILES is O=C(c1ccc(N2CCCC2)c([N+](=O)[O-])c1)N1CCN(CCO)CC1.



No. 3
Molecular formula: C17H24N4O5Pd
Method: DFT, ωB97M-V/def2-TZVPD

Last column: natural (NBO) charge in e.
Atoms and positions in Å:
O -2.83408 0.06268 -0.21410  -0.926
H -3.56248 -0.51084 -0.64653  0.472
Pd 0.40422 0.23472 -0.71565  0.732
N 1.59011 0.69540 -2.30044  -0.071
N 1.05935 2.10935 -0.33270  -0.201
O 1.59046 -0.21734 -3.20245  -0.628
O 0.83714 3.14070 0.65335  -0.602
C 2.15468 1.88961 -2.37110  0.025
C 1.91030 2.65676 -1.21214  0.187
C 2.85600 2.34646 -3.58455  -0.664
C 2.50209 4.00308 -0.84880  -0.668
H 2.63208 1.64844 -4.39210  0.248
H 3.94738 2.32708 -3.46187  0.216
H 2.52259 3.34667 -3.88479  0.215
H 3.12111 3.93808 0.09640  0.236
H 1.71407 4.79831 -0.70975  0.246
H 3.20180 4.39553 -1.64131  0.216
H -0.06345 -0.48282 -2.93277  0.528
H 0.08531 2.79403 1.14861  0.477
O 2.48517 -0.83578 0.29749  -0.943
H 3.06498 -0.93705 -0.50081  0.481
H 3.03691 -0.30662 0.88568  0.470
C -2.48669 1.98822 0.00472  -0.565
H -2.71430 1.93185 1.07300  0.169
H -3.27235 2.07974 -0.72681  0.162
H -1.72741 2.74451 -0.22606  0.154
O -0.83979 -0.19367 -2.31030  -1.049
H -2.00202 -0.26293 -0.70258  0.515
H -1.21707 0.76654 -2.50707  0.513
C -0.29582 0.36292 3.98619  -0.252
C 0.12585 0.70023 2.67854  0.044
N -0.17216 -0.02804 1.60231  -0.418
C -0.83685 -1.19025 1.80164  0.164
C -1.28905 -1.63222 3.10486  -0.081
C -1.01556 -0.80101 4.19992  -0.137
C -1.95689 -2.90396 3.21830  -0.190
C -2.06353 -3.74145 2.13660  -0.178
C -1.49609 -3.41714 0.85980  -0.112
C -1.44857 -4.28851 -0.24766  -0.135
C -0.71270 -3.93983 -1.37799  -0.251
C -0.08298 -2.71232 -1.38373  0.075
N -0.24607 -1.81904 -0.41927  -0.483
C -0.90056 -2.13913 0.72414  0.253
H -0.02558 1.02350 4.79977  0.225
H 0.75452 1.59118 2.53348  0.206
H -1.37126 -1.09781 5.20236  0.220
H -2.38142 -3.18417 4.20562  0.221
H -2.58406 -4.69911 2.23601  0.217
H -1.94253 -5.23886 -0.16897  0.216
H -0.61874 -4.61040 -2.23682  0.229
H 0.56394 -2.38534 -2.18969  0.221

Its HOMO energy (alpha / beta) is -5.86 / -5.81 eV. As for the spin multiplicity: 3.